The following is a quantum chemistry calculation of a 5-piece molecular cluster, C25H59N3O12P2 overall, from the Open Molecules 2025 dataset.

E_LUMO: 0.56 eV
HOMO energy: -8.24 eV

Geometry as XYZ:
```
101
Properties=species:S:1:pos:R:3:forces:R:3
C 0.010769 -0.111571 2.338286 -1.72 -0.16 0.45
C 1.331330 -0.228152 3.092465 0.53 1.15 0.72
C 1.573498 1.175597 3.781079 0.20 0.05 0.12
C 1.317927 -1.335337 4.190241 0.75 -0.20 -1.17
C 2.767991 -1.727573 4.578976 -1.08 0.76 0.64
C 3.638397 -2.075786 3.379625 0.04 -1.97 1.39
C 3.704370 -0.974800 2.359749 1.87 0.68 0.60
C 4.497801 0.212547 2.960622 0.29 -0.98 0.12
C 4.465303 -1.466653 1.108433 -0.10 1.35 -2.05
N 2.358276 -0.582649 2.079353 -1.52 0.18 -2.37
O 2.421896 0.453228 1.044713 -0.12 0.11 1.56
H -0.153058 0.765448 1.701427 0.68 0.17 0.50
H -0.049142 -0.920449 1.634793 -0.14 -0.65 -0.14
H -0.928372 -0.169537 2.986550 1.40 0.01 -0.45
H 0.701629 1.561194 4.371907 0.70 -0.67 -0.42
H 2.510880 1.297708 4.345883 -0.55 -0.64 0.37
H 1.763570 1.897204 3.009782 -0.34 0.40 -0.78
H 0.815739 -0.901675 5.046712 -0.26 -0.17 0.21
H 0.797805 -2.255598 3.859933 -0.02 0.55 -0.04
H 3.157431 -0.854827 5.095647 0.33 0.05 0.20
H 2.667121 -2.503705 5.354707 0.45 -0.05 -0.48
H 3.185351 -3.004964 2.978678 0.31 0.42 -0.37
H 4.655177 -2.384269 3.752436 -0.76 0.50 -0.53
H 5.554163 0.167631 2.774916 0.65 -0.45 0.07
H 4.320257 0.309693 4.011125 0.13 -0.03 0.67
H 4.211443 1.120240 2.535041 -0.76 1.47 -0.95
H 4.477103 -0.653227 0.275021 0.10 -1.19 1.74
H 3.942430 -2.282714 0.601652 0.05 -0.27 0.35
H 5.538061 -1.745511 1.274938 -1.07 0.17 0.29
H 2.045771 0.122623 0.220279 0.04 -0.50 0.07
C -3.387845 3.240299 -0.499483 1.63 0.67 0.58
C -3.864586 2.132177 0.357280 -0.63 -1.18 0.97
C -2.801985 1.081686 0.577253 0.38 -2.07 -0.37
C -4.237148 2.626672 1.809163 0.11 0.36 -0.99
C -5.110698 1.604087 2.571349 0.42 0.16 -1.53
C -6.381841 1.374254 1.691110 1.96 1.02 0.47
C -6.074370 0.807478 0.286365 -1.57 -0.09 0.73
C -5.742241 -0.652142 0.411948 0.64 -1.07 0.24
C -7.476749 0.878589 -0.442215 -0.01 -0.01 -0.72
N -5.063643 1.648336 -0.368197 -0.65 -1.02 -1.07
O -4.625526 0.932695 -1.658525 -0.93 1.52 1.71
H -4.232290 3.876962 -0.678280 -0.09 0.73 -0.19
H -2.574297 3.694992 0.073018 -0.19 0.71 -0.09
H -2.882070 2.956125 -1.415675 -0.37 -0.39 -0.25
H -1.766752 1.422223 0.669865 -0.35 0.43 -0.24
H -2.958151 0.403924 1.433589 -0.22 0.60 0.03
H -2.862321 0.366903 -0.250390 0.38 0.23 -0.23
H -3.233003 2.888183 2.250524 -1.13 -0.31 -0.05
H -4.831090 3.557824 1.708009 0.33 -0.27 0.17
H -4.585404 0.641555 2.711154 -0.18 0.47 0.10
H -5.346338 2.026941 3.536964 -0.28 -0.09 0.33
H -6.885263 2.321521 1.576078 -0.15 0.54 -0.08
H -7.035277 0.774222 2.267903 -0.86 -1.08 0.09
H -5.505985 -1.070076 -0.553893 0.46 -0.08 -0.32
H -6.620430 -1.193065 0.708608 -0.67 -0.17 0.33
H -4.977039 -0.948093 1.155515 -0.07 0.50 -0.50
H -8.332386 0.448590 0.120086 0.92 -0.28 0.02
H -7.496902 0.432094 -1.458360 0.30 -0.02 0.61
H -7.825374 1.891857 -0.586850 0.40 0.64 -0.02
H -5.040141 1.549462 -2.288107 0.33 -0.42 0.20
C 3.878760 -0.040855 -4.364156 -0.58 0.04 1.14
O 3.963380 1.171137 -3.598347 -0.35 -0.11 0.95
P 3.480114 1.238399 -2.070732 2.34 -0.21 -1.41
O 2.474021 0.280800 -1.663537 -0.88 -0.67 0.27
O 4.828399 1.048977 -1.241006 0.39 0.51 -0.81
C 5.914084 1.867452 -1.784412 0.67 0.46 1.62
O 3.209793 2.762065 -2.025208 -0.35 0.37 0.00
C 2.903472 3.334176 -0.755323 0.46 1.09 0.23
H 2.910318 -0.497966 -4.127225 0.23 -0.06 -0.51
H 4.669830 -0.762811 -4.146590 0.07 0.26 0.16
H 3.969950 0.350608 -5.344171 -0.16 -0.31 -1.19
H 5.684100 2.320242 -2.736399 -0.26 0.12 -0.06
H 6.795064 1.242937 -1.925140 -0.14 -0.18 0.16
H 6.160907 2.660228 -1.022857 -0.29 -0.76 -0.79
H 1.866652 3.220489 -0.564480 -0.97 -0.24 0.28
H 3.111997 4.395066 -0.870572 0.04 0.03 0.11
H 3.492642 2.940583 0.075847 0.06 -0.25 -0.25
C 1.061237 -2.442047 -4.968428 -1.69 0.14 0.22
O 0.448558 -2.451326 -3.667158 0.06 0.30 0.05
P 0.822193 -3.689680 -2.745570 1.59 0.62 0.18
O 2.279567 -3.939481 -2.718614 -1.06 -0.30 -0.23
O 0.187617 -3.263627 -1.395950 -1.06 -0.58 0.42
C 0.917104 -2.640985 -0.361622 1.15 0.23 -0.53
O -0.103897 -4.839179 -3.217710 -0.90 -1.18 -0.02
C -1.540572 -5.056462 -2.936820 1.54 -1.21 -1.73
H 0.753412 -1.489128 -5.401589 0.33 -0.12 -0.17
H 0.587205 -3.262085 -5.507535 0.39 0.02 -0.46
H 2.115130 -2.558561 -4.870590 0.80 -0.08 -0.14
H 0.203375 -2.346629 0.353868 -0.69 0.45 0.82
H 1.446263 -1.795271 -0.793911 0.12 0.24 0.31
H 1.643370 -3.301944 0.103403 0.01 -0.22 -0.11
H -2.075446 -4.164738 -3.245890 -0.29 -0.03 0.50
H -1.674889 -5.471537 -1.946328 -0.05 0.70 0.38
H -1.758097 -5.910575 -3.625348 -0.15 0.90 0.41
C -0.351417 0.284793 -2.360650 -0.34 -0.10 -1.77
N -0.299109 1.746235 -2.609943 0.40 -0.69 2.97
O -0.286110 2.413990 -1.562259 0.00 0.31 -1.65
O -0.202862 2.122596 -3.742867 -0.04 0.77 -0.29
H 0.664841 -0.074724 -2.418905 0.10 0.02 0.05
H -0.894255 -0.061280 -3.235114 -0.17 -0.56 0.25
H -0.800470 0.039728 -1.420933 -0.31 0.19 0.39
```
Forces are in eV/Å.

***

The following is a quantum chemistry calculation of C25H62As3IN3OPdSbSi3 as an isolated structure, from the Open Molecules 2025 dataset.

2S+1: 5
E_LUMO (alpha / beta): -9.88 / -12.44 eV
Net charge: +4
HOMO energy (alpha / beta): -17.13 / -18.40 eV

Geometry as XYZ:
```
100
Properties=species:S:1:pos:R:3:forces:R:3
Pd 1.202831 -0.818169 -0.773346 -0.07 0.11 0.02
C 2.303660 -2.484475 2.741329 0.00 0.01 -0.06
As 1.191620 -1.209439 1.768549 -0.06 0.01 0.09
C 1.735842 0.394972 2.706863 0.00 0.01 0.00
C -0.622840 -1.451057 2.524681 0.05 0.13 0.03
C -1.413168 -2.742046 2.271294 -0.02 -0.03 0.02
C -0.650910 -3.988795 2.712412 0.11 0.02 0.00
C -1.860299 -2.883226 0.798813 -0.03 -0.05 -0.04
As -0.588928 -2.678833 -0.701458 0.02 -0.12 -0.03
C -1.786923 -3.148494 -2.157152 -0.01 0.05 0.02
C 0.396809 -4.356582 -0.536328 -0.08 -0.06 -0.02
C -2.764552 -2.667012 3.044941 -0.04 -0.03 0.01
As -2.896387 -2.893397 4.989680 -0.03 0.07 0.01
C -2.413473 -1.332838 6.009169 0.10 -0.06 -0.04
C -2.182585 -4.489833 5.796073 0.04 0.04 -0.04
H 1.945418 -2.553962 3.768344 0.00 0.00 -0.01
H 3.317191 -2.085890 2.760523 -0.01 -0.02 0.01
H 2.316751 -3.473645 2.291149 -0.01 0.02 -0.02
H 1.634636 0.258525 3.783565 0.00 0.00 0.00
H 1.142180 1.245294 2.383166 0.01 0.02 -0.01
H 2.782554 0.582578 2.467295 -0.01 0.00 0.00
H -1.194645 -0.597674 2.141460 0.02 0.01 0.02
H -0.498908 -1.294463 3.602165 0.02 -0.01 -0.02
H 0.185587 -4.199551 2.049995 0.01 0.00 0.04
H -1.299643 -4.866085 2.696406 0.00 -0.02 -0.01
H -0.242968 -3.880170 3.720008 -0.03 0.01 -0.01
H -2.694544 -2.209576 0.588646 0.09 0.01 0.04
H -2.247504 -3.896599 0.655902 -0.05 0.03 -0.01
H -2.212039 -4.134682 -1.971071 0.01 0.01 0.00
H -1.215601 -3.174682 -3.084733 0.00 0.00 0.01
H -2.591282 -2.420430 -2.248396 0.01 0.00 0.01
H -0.238253 -5.109236 -0.069507 0.01 0.02 0.00
H 1.310805 -4.233642 0.044862 -0.02 0.00 -0.02
H 0.653071 -4.707979 -1.533430 0.00 0.02 -0.01
H -3.430548 -3.445743 2.664051 0.00 -0.01 0.03
H -3.258989 -1.709886 2.859167 -0.03 -0.01 0.04
H -2.767887 -0.435603 5.508004 -0.02 -0.02 -0.02
H -1.326583 -1.314946 6.115641 -0.01 0.03 0.01
H -2.863375 -1.405794 6.998203 -0.03 -0.04 -0.01
H -2.368738 -5.355024 5.165248 -0.02 0.02 -0.03
H -2.674836 -4.620506 6.759327 -0.03 0.02 -0.01
H -1.112815 -4.344509 5.955085 0.00 -0.03 0.00
N 5.395602 0.645986 -1.031261 0.00 0.03 0.00
C 5.532542 -0.430291 -0.198013 -0.01 -0.04 0.04
C 4.267764 -0.868291 0.041352 0.10 0.02 0.04
N 3.362162 -0.069040 -0.626415 -0.10 -0.03 -0.18
C 4.084999 0.828026 -1.268036 -0.08 0.13 0.02
H 6.150050 1.213346 -1.389530 -0.01 -0.01 0.00
H 6.491618 -0.784309 0.135829 0.02 -0.02 0.01
H 3.964480 -1.723790 0.617695 0.00 -0.01 0.00
H 3.706962 1.620888 -1.891048 -0.02 -0.03 -0.02
C -3.450913 2.979227 -2.250877 0.09 -0.03 0.10
Si -2.603689 1.340680 -2.026482 -0.09 -0.01 -0.01
C -3.435656 0.300838 -0.711032 0.15 0.01 -0.04
C -2.366555 0.420672 -3.629019 0.16 0.06 0.14
Sb -0.217537 1.615031 -0.854752 -0.05 -0.01 -0.03
Si 1.110642 3.664603 -2.963107 -0.06 0.21 0.00
C -0.378185 4.702220 -3.269936 0.05 -0.12 -0.01
C 1.716744 2.699995 -4.406549 -0.03 -0.03 0.17
C 2.372172 4.244291 -1.741162 -0.11 -0.02 -0.04
Si -0.343928 3.599782 0.997051 0.09 -0.05 -0.01
C -1.383492 2.720272 2.281786 0.10 0.00 -0.05
C 1.398133 4.012324 1.536992 -0.09 -0.06 0.00
C -1.237599 5.084011 0.330136 0.04 -0.02 -0.01
H -4.505137 2.777805 -2.461909 -0.03 -0.05 -0.01
H -3.063970 3.542987 -3.096552 0.04 0.04 -0.03
H -3.422821 3.609706 -1.360722 0.01 -0.04 -0.03
H -4.410646 -0.039855 -1.067661 -0.03 0.00 -0.05
H -3.603136 0.864442 0.207485 0.00 0.03 0.04
H -2.829947 -0.577210 -0.478896 -0.06 0.08 -0.03
H -3.338555 0.201842 -4.075904 -0.05 0.00 0.02
H -1.827514 -0.514158 -3.470903 0.00 0.01 -0.02
H -1.805483 1.035598 -4.335085 0.00 0.00 -0.04
H -0.937579 4.341393 -4.132644 -0.01 -0.01 -0.01
H -0.014638 5.709386 -3.508286 0.04 0.04 -0.02
H -1.047714 4.797594 -2.416841 0.03 -0.03 -0.04
H 0.926812 2.139651 -4.901796 -0.03 -0.03 0.00
H 2.558420 2.047009 -4.184257 0.00 -0.01 0.02
H 2.065751 3.463849 -5.115972 0.01 0.03 -0.01
H 2.022170 5.134600 -1.217160 0.00 -0.01 -0.03
H 3.280352 4.508457 -2.292866 0.01 0.03 -0.03
H 2.643285 3.495691 -0.995428 0.00 0.01 -0.06
H -0.906349 1.832956 2.702283 -0.05 0.04 -0.03
H -2.363756 2.452551 1.886303 -0.04 -0.03 -0.02
H -1.553092 3.423275 3.102857 0.01 0.04 0.02
H 2.141737 3.266689 1.258105 0.01 -0.05 0.04
H 1.434973 4.121876 2.623324 -0.05 -0.01 0.03
H 1.702842 4.970542 1.114863 0.00 0.00 0.00
H -2.288081 4.900435 0.105605 0.03 -0.02 -0.04
H -0.755260 5.544671 -0.532169 -0.01 -0.01 0.07
H -1.211622 5.834075 1.128190 0.00 0.00 0.05
N 0.757912 -0.937982 -5.285043 -0.02 0.00 -0.02
C 1.407980 -0.782141 -4.134937 0.06 0.08 -0.07
O 0.910303 -0.183610 -3.167343 -0.02 -0.10 0.12
C 2.798541 -1.351394 -4.064064 0.00 0.01 0.05
I 2.763074 -2.938264 -2.651960 0.10 -0.09 0.00
H -0.192900 -0.611531 -5.374800 0.02 0.01 0.00
H 1.174785 -1.400420 -6.078227 -0.01 -0.01 0.01
H 3.488225 -0.606577 -3.675947 -0.02 -0.02 -0.01
H 3.164993 -1.757304 -5.001858 -0.01 -0.02 0.00
```
Forces are in eV/Å.